(1)
Formula: C40H54AuFN7O3
Source: the OMol25 dataset
Level of theory: ωB97M-V with the def2-TZVPD basis set

Output
**2S+1**: 3
**Maximum force**: 1.74 eV/A
**Expectation value of S²**: 2.04
**Gap between HOMO and LUMO (alpha / beta)**: 7.67 / 4.76 eV
**ΔE to the lowest compared entry with this formula, charge and spin**: 54.5 kcal per mole
**Total charge**: +3
**HOMO (alpha / beta)**: -0.529 / -0.544 Ha
**Total energy**: -65314.0343 eV
**Molar mass**: 896.88 g/mol

Each line ends with the Löwdin spin population.
Cartesian coordinates (Å):
Au (-0.05, 0.13, 0.13)  0.261
C (-2.33, -1.44, 3.64)  0.012
C (-0.87, -1.65, 3.88)  0.094
C (-0.37, -1.69, 5.17)  0.013
C (1.00, -1.83, 5.40)  0.177
C (1.87, -1.96, 4.33)  0.012
C (1.41, -1.96, 3.03)  0.089
C (2.33, -2.14, 1.87)  0.010
C (0.02, -1.84, 2.80)  0.156
N (-0.44, -1.79, 1.50)  0.242
C (-1.01, -2.65, 0.77)  0.021
C (-1.26, -4.05, 1.17)  0.013
C (-1.39, -2.18, -0.65)  0.043
C (-2.10, -3.21, -1.50)  0.015
N (-0.19, -1.71, -1.23)  0.360
C (0.00, -1.59, -2.58)  0.056
C (1.00, -2.41, -3.18)  0.082
C (1.88, -3.28, -2.34)  0.009
C (1.11, -2.46, -4.56)  -0.007
C (0.31, -1.67, -5.37)  0.093
C (-0.56, -0.76, -4.79)  -0.001
C (-0.74, -0.69, -3.42)  0.063
C (-1.62, 0.38, -2.87)  0.009
H (-2.86, -1.34, 4.58)  0.000
H (-2.76, -2.27, 3.09)  0.005
H (-2.49, -0.54, 3.04)  0.003
H (-1.04, -1.59, 6.00)  -0.002
H (1.37, -1.81, 6.41)  0.008
H (2.93, -2.05, 4.52)  -0.001
H (3.35, -1.90, 2.16)  0.001
H (2.01, -1.50, 1.04)  0.000
H (2.31, -3.18, 1.52)  0.005
H (-0.88, -4.23, 2.17)  0.002
H (-0.79, -4.74, 0.47)  0.000
H (-2.33, -4.26, 1.15)  0.000
H (-3.00, -3.57, -1.01)  0.002
H (-1.44, -4.05, -1.71)  0.000
H (-2.38, -2.75, -2.45)  0.002
H (1.73, -3.12, -1.28)  0.000
H (2.92, -3.11, -2.60)  0.002
H (1.68, -4.33, -2.56)  0.003
H (1.82, -3.12, -5.01)  -0.001
H (0.40, -1.73, -6.44)  0.005
H (-1.12, -0.08, -5.41)  -0.001
H (-1.78, 1.15, -3.63)  0.000
H (-1.17, 0.84, -1.99)  0.001
H (-2.59, -0.01, -2.59)  0.004
C (-7.94, 1.76, -0.78)  0.000
C (-7.36, 1.61, 0.62)  0.000
N (-5.90, 1.64, 0.60)  0.000
C (-5.24, 0.48, 0.55)  0.000
C (-3.87, 0.35, 0.48)  0.001
C (-3.31, -1.02, 0.34)  0.001
O (-3.75, -2.01, 0.87)  0.003
O (-2.25, -1.00, -0.47)  0.022
C (-3.03, 1.51, 0.55)  0.002
O (-1.78, 1.55, 0.60)  0.020
C (-3.78, 2.76, 0.61)  0.001
C (-3.07, 3.97, 0.66)  0.000
C (-3.71, 5.18, 0.66)  0.000
F (-2.94, 6.28, 0.71)  0.000
C (-5.11, 5.28, 0.57)  0.000
C (-5.82, 4.07, 0.55)  0.000
C (-5.19, 2.82, 0.58)  0.000
N (-5.77, 6.50, 0.54)  0.000
C (-7.02, 6.67, -0.16)  0.000
C (-8.02, 7.42, 0.74)  0.000
N (-7.28, 8.46, 1.52)  0.000
C (-6.09, 8.93, 0.77)  0.000
C (-5.08, 7.77, 0.69)  0.000
H (-9.03, 1.78, -0.73)  0.000
H (-7.66, 0.91, -1.41)  0.000
H (-7.60, 2.67, -1.26)  0.000
H (-7.67, 0.65, 1.03)  0.000
H (-7.73, 2.39, 1.29)  0.000
H (-5.83, -0.42, 0.57)  0.000
H (-1.99, 3.94, 0.70)  0.000
H (-6.89, 4.10, 0.52)  0.000
H (-7.46, 5.72, -0.46)  0.000
H (-6.85, 7.24, -1.09)  0.000
H (-8.51, 6.74, 1.44)  0.000
H (-8.78, 7.90, 0.12)  0.000
H (-6.96, 8.06, 2.41)  0.000
H (-7.91, 9.25, 1.74)  0.000
H (-5.63, 9.78, 1.28)  0.000
H (-6.41, 9.26, -0.22)  0.000
H (-4.48, 7.75, 1.61)  0.000
H (-4.40, 7.98, -0.15)  0.000
C (4.88, 1.28, -1.45)  0.001
C (4.51, 0.29, -0.34)  0.004
C (4.66, -1.15, -0.84)  0.000
C (5.39, 0.54, 0.88)  0.000
N (3.12, 0.51, 0.09)  0.012
N (2.07, 0.36, -0.82)  0.068
H (5.92, 1.15, -1.71)  0.000
H (4.74, 2.31, -1.11)  0.000
H (4.28, 1.12, -2.35)  0.000
H (5.71, -1.38, -0.99)  0.000
H (4.15, -1.31, -1.78)  0.000
H (4.27, -1.85, -0.10)  0.000
H (6.40, 0.23, 0.67)  0.000
H (5.03, -0.01, 1.74)  0.000
H (5.41, 1.60, 1.13)  0.000
H (3.02, 1.37, 0.61)  0.000
H (2.19, -0.53, -1.31)  -0.002
H (2.01, 1.11, -1.53)  0.003

(2)
Formula: C40H54CdCl2NO9P2Te
Source: the OMol25 dataset
Level of theory: ωB97M-V with the def2-TZVPD basis set

Output
**Maximum force**: 0.43 eV/A
**Gap between HOMO and LUMO**: 4.97 eV
**ΔE to the lowest compared entry with this formula, charge and spin**: 66.1 kcal per mole
**Total charge**: -1
**HOMO**: -0.106 Ha
**Total energy**: -117760.3942 eV
**Molar mass**: 1065.74 g/mol

Each line ends with the Löwdin charge.
Cartesian coordinates (Å):
Cd (-0.25, -0.36, 0.49)  1.379
C (-4.55, -1.66, -1.75)  -0.095
C (-4.15, -2.97, -1.55)  -0.093
C (-2.80, -3.28, -1.53)  -0.057
C (-1.82, -2.31, -1.73)  -0.262
C (-2.24, -0.99, -1.96)  -0.452
C (-3.60, -0.67, -1.95)  -0.127
C (-0.40, -2.71, -1.66)  -0.356
C (0.06, -3.89, -2.24)  -0.053
C (1.36, -4.27, -2.07)  -0.046
C (2.29, -3.52, -1.29)  -0.234
C (3.58, -4.05, -1.17)  -0.125
C (4.78, -3.54, -0.59)  -0.174
C (5.11, -2.27, -0.25)  -0.146
C (4.21, -1.10, -0.54)  -0.351
C (1.74, -2.31, -0.69)  -0.213
N (0.47, -1.97, -0.93)  -0.063
H (-5.60, -1.39, -1.74)  0.098
H (-4.89, -3.75, -1.38)  0.098
H (-2.49, -4.30, -1.32)  0.110
H (-3.92, 0.35, -2.10)  0.087
H (-0.61, -4.49, -2.85)  0.108
H (1.72, -5.17, -2.55)  0.102
H (3.69, -5.05, -1.59)  0.077
H (5.56, -4.29, -0.42)  0.092
H (6.04, -2.07, 0.27)  0.091
H (4.70, -0.19, -0.21)  0.099
C (4.01, 1.68, 2.16)  -0.057
C (3.63, 0.33, 2.76)  -0.513
C (4.43, 0.07, 4.03)  -0.053
O (3.92, -0.69, 1.83)  -0.286
P (2.78, -1.27, 0.62)  0.615
O (1.82, -0.07, 0.79)  -0.447
C (3.90, -0.98, -2.04)  -0.192
P (3.33, 0.62, -2.62)  0.521
O (2.12, 1.20, -2.02)  -0.345
O (3.23, 0.40, -4.21)  -0.193
C (1.96, 0.14, -4.83)  -0.479
C (1.55, -1.30, -4.60)  -0.062
C (2.12, 0.47, -6.30)  -0.047
O (4.58, 1.61, -2.50)  -0.173
C (5.83, 1.35, -3.18)  -0.467
C (6.10, 2.53, -4.09)  -0.045
C (6.91, 1.14, -2.14)  -0.036
O (2.45, -2.59, 1.54)  -0.217
C (3.08, -3.10, 2.71)  -0.451
C (3.21, -4.60, 2.54)  -0.039
C (2.21, -2.74, 3.91)  -0.047
H (3.78, 2.50, 2.84)  0.077
H (3.48, 1.84, 1.22)  0.057
H (5.09, 1.70, 1.95)  0.080
H (2.56, 0.34, 3.00)  0.119
H (5.50, 0.02, 3.79)  0.082
H (4.14, -0.88, 4.48)  0.057
H (4.27, 0.86, 4.76)  0.077
H (3.19, -1.72, -2.40)  0.069
H (4.83, -1.19, -2.58)  0.107
H (1.23, 0.81, -4.37)  0.061
H (2.31, -1.98, -4.99)  0.098
H (0.60, -1.50, -5.10)  0.087
H (1.40, -1.52, -3.54)  0.039
H (2.85, -0.20, -6.76)  0.083
H (2.46, 1.50, -6.42)  0.079
H (1.17, 0.35, -6.82)  0.081
H (5.73, 0.45, -3.79)  0.126
H (6.16, 3.45, -3.50)  0.086
H (5.30, 2.64, -4.82)  0.078
H (7.05, 2.40, -4.62)  0.081
H (6.97, 2.01, -1.48)  0.089
H (7.88, 0.99, -2.62)  0.083
H (6.68, 0.26, -1.53)  0.071
H (4.06, -2.64, 2.81)  0.125
H (2.23, -5.05, 2.41)  0.083
H (3.69, -5.04, 3.42)  0.078
H (3.81, -4.82, 1.65)  0.063
H (1.23, -3.21, 3.80)  0.064
H (2.07, -1.66, 3.98)  0.067
H (2.66, -3.09, 4.84)  0.081
C (0.50, 4.17, 0.97)  -0.142
C (-0.83, 4.20, 1.76)  -0.145
C (-1.30, 2.74, 1.77)  -0.200
O (-0.52, 2.09, 0.75)  -0.301
C (0.79, 2.68, 0.83)  -0.215
H (1.31, 4.70, 1.47)  0.106
H (0.37, 4.61, -0.02)  0.107
H (-1.56, 4.85, 1.27)  0.096
H (-0.69, 4.57, 2.77)  0.103
H (-2.35, 2.59, 1.53)  0.119
H (-1.11, 2.25, 2.73)  0.114
H (1.35, 2.38, -0.05)  0.092
H (1.31, 2.28, 1.71)  0.104
Te (-0.78, 0.49, -2.35)  1.543
C (-2.15, 2.04, -2.80)  -0.520
C (-2.44, 3.01, -1.84)  -0.119
C (-3.32, 4.04, -2.14)  -0.084
C (-3.92, 4.11, -3.39)  -0.098
C (-3.63, 3.14, -4.35)  -0.095
C (-2.75, 2.11, -4.05)  -0.146
H (-1.97, 2.94, -0.87)  0.075
H (-3.54, 4.79, -1.39)  0.100
H (-4.61, 4.91, -3.62)  0.097
H (-4.09, 3.19, -5.33)  0.098
H (-2.52, 1.36, -4.80)  0.095
Cl (-3.91, -2.59, 2.78)  0.576
C (-2.17, -2.28, 3.03)  -0.995
Cl (-1.21, -3.11, 1.79)  0.622
C (-1.94, -0.75, 3.06)  -0.787
O (-1.93, -0.25, 4.17)  0.029
O (-1.85, -0.16, 1.93)  -0.197
H (-1.91, -2.71, 3.99)  0.053

(3)
Formula: C40H54FIN14O7P2
Source: the OMol25 dataset
Level of theory: ωB97M-V with the def2-TZVPD basis set

Output
**Maximum force**: 2.01 eV/A
**Gap between HOMO and LUMO**: 8.80 eV
**HOMO**: -0.327 Ha
**Total energy**: -106943.0309 eV
**Molar mass**: 1050.81 g/mol

Each line ends with the Löwdin charge.
Cartesian coordinates (Å):
O (-2.04, 3.52, -3.70)  0.172
C (-1.44, 3.35, -2.69)  -0.430
F (-1.22, 4.43, -1.89)  0.091
C (-0.95, 1.98, -2.26)  -0.088
C (-1.19, 1.64, -0.74)  -0.584
C (-2.70, 1.89, -0.47)  -0.054
C (-3.66, 1.26, -1.50)  -0.332
O (-4.36, 1.99, -2.15)  0.127
C (-3.75, -0.23, -1.75)  -0.212
C (-3.29, -0.73, -2.96)  -0.084
C (-3.32, -2.07, -3.21)  -0.081
C (-3.81, -2.92, -2.20)  -0.084
C (-4.26, -2.40, -1.02)  -0.075
C (-4.25, -1.04, -0.77)  -0.041
O (-0.50, 2.62, 0.07)  -0.115
C (0.77, 2.34, 0.47)  -0.944
O (0.99, 2.13, 1.62)  0.022
I (2.46, 2.34, -0.83)  0.960
P (-0.72, -0.17, -0.57)  1.008
P (-1.28, -0.90, 1.41)  0.314
O (-2.64, -0.55, 1.81)  -0.302
O (-0.15, -0.59, 2.53)  -0.174
O (-1.24, -2.52, 1.22)  -0.203
H (-1.40, 1.23, -2.91)  0.104
H (0.13, 1.95, -2.50)  0.056
H (-3.00, 1.54, 0.53)  0.123
H (-2.91, 2.97, -0.48)  0.121
H (-2.87, -0.08, -3.73)  0.114
H (-2.95, -2.46, -4.15)  0.107
H (-3.81, -3.99, -2.37)  0.106
H (-4.63, -3.06, -0.24)  0.097
H (-4.60, -0.64, 0.18)  0.106
H (0.70, -0.31, -0.56)  -0.059
H (-0.59, -0.78, 3.38)  0.085
H (-0.34, -2.80, 0.98)  0.024
C (-6.41, -0.73, -5.69)  -0.079
C (-6.39, -1.98, -4.93)  -0.272
N (-6.37, -2.96, -4.34)  0.137
H (-7.22, -0.09, -5.33)  0.083
H (-5.46, -0.21, -5.56)  0.076
H (-6.57, -0.94, -6.74)  0.029
C (1.15, -6.14, 0.71)  -0.074
C (1.26, -4.83, 0.06)  -0.259
N (1.35, -3.81, -0.47)  0.136
H (0.87, -6.89, -0.02)  0.067
H (2.11, -6.41, 1.16)  0.079
H (0.40, -6.10, 1.49)  0.085
C (5.35, -2.64, -0.27)  -0.079
C (5.43, -3.88, 0.51)  -0.277
N (5.49, -4.84, 1.13)  0.114
H (4.49, -2.06, 0.06)  0.044
H (6.25, -2.05, -0.13)  0.077
H (5.24, -2.88, -1.33)  0.083
C (3.82, 0.74, 3.81)  -0.056
C (4.22, 0.38, 2.45)  -0.258
N (4.51, 0.11, 1.37)  0.131
H (4.22, 0.02, 4.51)  0.085
H (4.21, 1.73, 4.05)  0.032
H (2.73, 0.75, 3.88)  0.079
C (7.01, 3.30, 2.18)  -0.055
C (6.10, 3.66, 3.27)  -0.263
N (5.38, 3.95, 4.12)  0.145
H (7.19, 4.17, 1.55)  0.084
H (7.95, 2.95, 2.59)  0.083
H (6.56, 2.50, 1.58)  0.070
C (-6.47, 0.64, -10.32)  -0.063
C (-7.30, 0.36, -9.15)  -0.254
N (-7.95, 0.14, -8.23)  0.143
H (-7.10, 0.86, -11.18)  0.082
H (-5.83, 1.50, -10.12)  0.082
H (-5.84, -0.22, -10.55)  0.082
C (-2.04, 5.49, 0.78)  -0.076
C (-3.11, 5.75, 1.74)  -0.261
N (-3.95, 5.96, 2.50)  0.123
H (-1.18, 6.14, 1.00)  0.027
H (-1.72, 4.45, 0.84)  0.054
H (-2.38, 5.70, -0.23)  0.084
C (-3.75, -3.74, 2.94)  -0.062
C (-4.85, -2.83, 2.61)  -0.286
N (-5.71, -2.12, 2.33)  0.148
H (-3.64, -3.80, 4.03)  0.082
H (-3.95, -4.73, 2.54)  0.083
H (-2.82, -3.36, 2.51)  0.038
C (0.30, 5.61, 3.09)  -0.045
C (0.27, 6.86, 2.33)  -0.292
N (0.24, 7.84, 1.73)  0.144
H (0.12, 4.76, 2.43)  0.065
H (1.28, 5.48, 3.56)  0.070
H (-0.46, 5.62, 3.87)  0.067
C (2.22, 3.92, -5.39)  -0.055
C (2.32, 2.65, -4.65)  -0.290
N (2.39, 1.67, -4.07)  0.092
H (1.38, 4.50, -5.02)  0.082
H (3.13, 4.49, -5.25)  0.084
H (2.08, 3.71, -6.45)  0.085
C (-2.02, 6.18, 6.52)  -0.068
C (-1.89, 4.97, 7.33)  -0.282
N (-1.79, 4.01, 7.96)  0.119
H (-2.90, 6.74, 6.82)  0.083
H (-1.14, 6.81, 6.65)  0.081
H (-2.11, 5.92, 5.47)  0.058
C (2.70, -9.97, -0.61)  -0.059
C (1.85, -9.57, 0.51)  -0.278
N (1.18, -9.26, 1.39)  0.137
H (2.98, -9.09, -1.19)  0.081
H (3.60, -10.45, -0.23)  0.083
H (2.16, -10.66, -1.25)  0.084
C (7.79, -7.27, -0.77)  -0.075
C (6.98, -7.17, -1.99)  -0.290
N (6.34, -7.10, -2.94)  0.117
H (8.65, -6.61, -0.85)  0.080
H (7.19, -6.96, 0.09)  0.060
H (8.12, -8.29, -0.63)  0.078
C (3.70, 3.42, 7.62)  -0.063
C (2.90, 3.49, 6.40)  -0.287
N (2.27, 3.54, 5.44)  0.143
H (4.54, 4.11, 7.55)  0.080
H (3.09, 3.70, 8.48)  0.083
H (4.08, 2.41, 7.76)  0.080

(4)
Formula: C40H56BFN7OS3SbSe4Ti
Source: the OMol25 dataset
Level of theory: ωB97M-V with the def2-TZVPD basis set

Output
**2S+1**: 3
**Maximum force**: 0.49 eV/A
**Expectation value of S²**: 2.03
**Gap between HOMO and LUMO (alpha / beta)**: 4.66 / 5.78 eV
**ΔE to the lowest compared entry with this formula, charge and spin**: 17.5 kcal per mole
**Total charge**: -2
**HOMO (alpha / beta)**: -0.045 / -0.086 Ha
**Total energy**: -381812.4083 eV
**Molar mass**: 1262.41 g/mol

Each line ends with the Löwdin spin population.
Cartesian coordinates (Å):
Ti (-1.90, -0.92, 2.29)  0.036
C (-3.19, 2.76, -0.79)  0.004
C (-1.76, 2.32, -0.88)  0.096
C (-0.75, 3.25, -1.24)  0.218
C (0.58, 2.83, -1.20)  0.018
N (0.93, 1.60, -0.92)  0.207
N (-0.07, 0.66, -0.71)  0.201
B (0.47, -0.71, -0.49)  0.060
N (-0.30, -1.88, -1.02)  0.214
N (-0.33, -1.67, -2.39)  0.224
C (-0.93, -2.55, -3.15)  0.019
C (-1.55, -3.69, -2.63)  0.215
C (-1.65, -3.82, -1.22)  0.092
C (-2.46, -4.94, -0.63)  0.004
C (-1.05, -2.88, -0.43)  0.123
S (-1.20, -3.00, 1.32)  0.024
C (-0.95, -2.18, -4.63)  -0.005
C (-1.77, -0.90, -4.78)  0.000
C (-1.56, -3.28, -5.50)  0.004
C (0.49, -1.91, -5.09)  -0.002
N (2.02, -0.77, -0.88)  0.006
N (2.66, -0.70, -2.03)  0.003
C (3.97, -0.67, -1.96)  0.001
C (4.66, -0.75, -0.72)  0.002
C (3.98, -0.83, 0.46)  0.001
C (4.60, -0.88, 1.82)  0.001
C (2.57, -0.82, 0.33)  0.007
S (1.33, -0.81, 1.48)  0.028
C (4.74, -0.54, -3.26)  0.000
C (5.58, 0.75, -3.20)  0.000
C (3.80, -0.45, -4.46)  0.000
C (5.66, -1.75, -3.44)  0.000
C (-1.40, 1.02, -0.59)  0.121
S (-2.57, -0.16, -0.04)  0.027
C (1.75, 3.74, -1.55)  -0.005
C (2.08, 3.51, -3.03)  0.000
C (2.98, 3.38, -0.71)  -0.001
C (1.41, 5.22, -1.33)  0.003
H (-3.29, 3.80, -1.12)  0.001
H (-3.57, 2.68, 0.23)  0.002
H (-3.85, 2.14, -1.40)  0.001
H (-1.02, 4.27, -1.47)  0.019
H (-2.04, -4.41, -3.27)  0.018
H (-2.85, -5.58, -1.43)  0.001
H (-3.29, -4.56, -0.04)  0.001
H (-1.86, -5.56, 0.04)  0.001
H (-2.79, -1.05, -4.43)  0.000
H (-1.81, -0.59, -5.83)  0.000
H (-1.33, -0.09, -4.19)  0.001
H (-2.60, -3.46, -5.24)  0.001
H (-1.01, -4.22, -5.40)  0.002
H (-1.52, -2.97, -6.55)  0.000
H (0.94, -1.15, -4.45)  0.000
H (0.50, -1.56, -6.13)  0.000
H (1.09, -2.82, -5.03)  0.000
H (5.74, -0.73, -0.72)  0.000
H (5.68, -0.95, 1.76)  0.000
H (4.21, -1.73, 2.38)  0.000
H (4.32, 0.00, 2.39)  0.000
H (4.94, 1.62, -3.05)  0.000
H (6.13, 0.88, -4.14)  0.000
H (6.31, 0.72, -2.39)  0.000
H (3.12, 0.39, -4.37)  0.000
H (3.19, -1.35, -4.54)  0.000
H (4.38, -0.34, -5.37)  0.000
H (6.37, -1.85, -2.62)  0.000
H (6.24, -1.65, -4.37)  0.000
H (5.08, -2.67, -3.50)  0.000
H (2.33, 2.46, -3.20)  0.000
H (2.94, 4.13, -3.34)  -0.001
H (1.23, 3.76, -3.66)  0.002
H (3.26, 2.34, -0.86)  0.000
H (2.78, 3.52, 0.36)  0.000
H (3.82, 4.03, -0.99)  0.000
H (0.62, 5.56, -2.00)  0.000
H (2.30, 5.83, -1.52)  0.000
H (1.09, 5.39, -0.30)  0.002
O (-1.28, 0.99, 2.37)  0.003
C (-0.97, 1.94, 3.13)  0.000
C (-1.96, 3.05, 3.33)  0.000
C (-2.42, 3.10, 4.80)  0.000
C (-1.48, 3.91, 5.70)  0.000
C (-0.08, 3.32, 5.85)  0.000
C (0.68, 3.10, 4.55)  0.000
N (0.19, 1.98, 3.75)  0.000
H (-2.78, 2.85, 2.66)  0.000
H (-1.51, 4.01, 3.04)  0.000
H (-2.52, 2.09, 5.19)  0.000
H (-3.41, 3.55, 4.83)  0.000
H (-1.93, 3.99, 6.69)  0.000
H (-1.41, 4.93, 5.30)  0.000
H (-0.13, 2.37, 6.39)  0.000
H (0.51, 4.00, 6.47)  0.000
H (1.71, 2.85, 4.79)  0.000
H (0.68, 4.01, 3.93)  0.000
H (0.74, 1.12, 3.78)  0.000
F (-6.07, -6.15, 2.59)  0.000
C (-5.56, -4.88, 2.63)  0.000
C (-4.98, -4.43, 3.80)  0.000
C (-4.47, -3.14, 3.84)  0.000
C (-4.55, -2.30, 2.72)  0.000
C (-3.97, -0.93, 2.75)  -0.001
C (-5.14, -2.80, 1.56)  0.000
C (-5.66, -4.09, 1.51)  0.000
H (-4.91, -5.09, 4.66)  0.000
H (-3.97, -2.78, 4.73)  0.000
H (-4.04, -0.48, 3.75)  0.000
H (-4.44, -0.27, 2.02)  0.001
H (-5.19, -2.17, 0.68)  0.000
H (-6.11, -4.48, 0.61)  0.000
Se (-1.66, 0.45, 7.67)  0.000
Sb (0.09, -0.96, 6.80)  0.000
Se (-1.06, -1.47, 4.33)  -0.004
Se (2.12, 0.12, 6.02)  0.001
Se (0.33, -3.14, 7.76)  0.000